Here is a single C2H3IN2O molecule from the OMol25 dataset. Energies are from the ωB97M-V functional and the def2-TZVPD basis.

Summary:
SMILES: C=CN(I)N=O
Total charge: 0
Electronic energy (hartree): -560.29931
M (g mol⁻¹): 197.963
HOMO (spin up / spin down) (eV): -8.927 / -8.927

Each line ends with the Mulliken charge.
Positions of all 9 atoms, in Å:
C 0.54310 -0.29213 -1.15307  -0.637
C 0.38971 -0.59848 0.11982  0.028
N -1.34138 1.06480 0.64940  0.200
N -0.02780 0.36802 0.97181  -0.244
O -1.75411 0.87001 -0.44074  -0.299
I 0.28722 0.27607 2.89208  0.169
H 0.86469 -0.81511 -2.06443  0.285
H 0.59467 0.79128 -1.43087  0.210
H 0.44390 -1.66446 0.45599  0.288



Here is 2 unconnected molecules or ions with the total composition C2H3INO2 from the OMol25 dataset. Energies are from the ωB97M-V functional and the def2-TZVPD basis.

Summary:
Total charge: +1
Electronic energy (hartree): -580.50754
M (g mol⁻¹): 199.955
HOMO (spin up / spin down) (eV): -14.423 / -14.425

Each line ends with the Mulliken charge.
Positions of all 9 atoms, in Å:
C 3.11526 1.08736 -0.59165  0.368
C -0.00208 -0.08817 0.37123  -0.670
N 1.33107 -0.44152 0.10016  0.273
O 2.97912 2.17949 -0.89810  -0.108
O 1.89199 -1.39358 0.43573  -0.280
I 4.66648 -0.18704 0.06068  0.466
H -0.69396 -0.91039 0.62374  0.347
H -0.34626 0.55748 -0.46332  0.302
H -0.10495 0.64834 1.26662  0.302



Here is a molecular structure, C2H3IrO2 from the OMol25 dataset. Energies are from the ωB97M-V functional and the def2-TZVPD basis.

Summary:
2S+1: 6
Total charge: +1
Electronic energy (hartree): -332.18743
M (g mol⁻¹): 251.261
HOMO (spin up / spin down) (eV): -13.476 / -14.720

Each line ends with the Mulliken charge.
Positions of all 8 atoms, in Å:
C 0.91578 -0.21274 -0.38510  -0.382
C 0.11240 0.93861 0.06547  0.163
O -1.15974 0.73574 0.50799  -0.479
O 0.20018 -1.31646 -0.20348  -0.411
H 0.23281 1.47211 -0.95169  0.351
H 0.67348 -2.11172 -0.47892  0.428
Ir -1.76022 -0.99302 0.68015  0.930
H 0.78532 1.48748 0.76558  0.399



Here is a molecular structure, C2H3IrOP from the OMol25 dataset. Energies are from the ωB97M-V functional and the def2-TZVPD basis.

Summary:
2S+1: 5
Total charge: +1
Electronic energy (hartree): -598.39368
M (g mol⁻¹): 266.236
HOMO (spin up / spin down) (eV): -13.656 / -14.067

Each line ends with the Mulliken charge.
Positions of all 8 atoms, in Å:
P 2.40796 -0.66818 -0.41158  0.239
O -1.20101 0.71901 -0.14713  -0.437
C -2.45327 0.31374 -0.15198  0.339
H -3.19439 1.12442 -0.25101  0.298
C -2.90426 -0.93934 0.04903  -0.618
H -3.97726 -1.13123 0.06095  0.269
H -2.21802 -1.76118 0.26878  0.209
Ir 0.42401 0.35447 0.38221  0.701



Here is a molecular structure, C2H3LiO2Sm from the OMol25 dataset. Energies are from the ωB97M-V functional and the def2-TZVPD basis.

Summary:
2S+1: 7
Total charge: +2
Electronic energy (hartree): -893.25791
M (g mol⁻¹): 216.345
HOMO (spin up / spin down) (eV): -14.755 / -14.773

Each line ends with the Mulliken charge.
Positions of all 9 atoms, in Å:
H -1.76221 0.65508 -0.23039  0.452
O -2.04701 -0.04948 0.75246  -0.398
C -0.77169 -0.33374 0.92536  -0.029
C -0.04464 0.37398 -0.05462  -0.398
O 1.13941 -0.10359 -0.54626  -0.876
Sm 2.14772 0.11682 -2.76060  1.728
Li 2.03088 -0.72785 0.90275  0.850
H -0.53778 -1.40024 1.08163  0.266
H -0.15467 1.46903 -0.07034  0.404



Here is a single C2H3N molecule from the OMol25 dataset. Energies are from the ωB97M-V functional and the def2-TZVPD basis.

Summary:
SMILES: C=C=N
Total charge: 0
Electronic energy (hartree): -132.64893
M (g mol⁻¹): 41.053
HOMO (eV): -9.100

Each line ends with the Mulliken charge.
Positions of all 6 atoms, in Å:
C -0.39751 0.29920 0.62423  -0.903
C 0.02971 -0.07371 -0.58011  0.529
N 0.62145 -0.51767 -1.50943  -0.489
H -0.29344 1.33325 0.92289  0.244
H -1.22915 -0.22594 1.07355  0.244
H 1.26894 -0.81514 -0.53113  0.374



Here is a gas-phase ion, C2H3N2O (charge +1) from the OMol25 dataset. Energies are from the ωB97M-V functional and the def2-TZVPD basis.

Summary:
Total charge: +1
Electronic energy (hartree): -262.26672
M (g mol⁻¹): 71.059
HOMO (spin up / spin down) (eV): -18.322 / -16.495

Each line ends with the Mulliken charge.
Positions of all 8 atoms, in Å:
C 1.16495 -0.28309 0.09238  0.260
C -1.05600 -0.25176 -0.01768  0.149
N 1.61953 0.79256 0.05543  -0.156
N -1.18662 0.96412 0.04069  -0.185
O 0.02117 -1.01172 0.02284  -0.187
H 1.99128 -1.17040 -0.06401  0.344
H -1.85630 -0.86569 -0.17785  0.434
H -0.69802 1.82599 0.04819  0.340



Here is a molecular structure, C2H3N2O from the OMol25 dataset. Energies are from the ωB97M-V functional and the def2-TZVPD basis.

Summary:
Total charge: +1
Electronic energy (hartree): -262.44168
M (g mol⁻¹): 71.059
HOMO (eV): -19.755

Each line ends with the Mulliken charge.
Positions of all 8 atoms, in Å:
C 0.09762 -0.42846 0.82302  0.715
C -0.88429 0.39298 -0.05487  -0.821
N 2.17837 -0.02147 -1.28322  -0.018
N 1.50942 -0.38651 -0.47704  0.141
O 0.41437 -1.03655 1.71942  -0.095
H -0.35184 1.20437 -0.68339  0.380
H -1.64429 0.54376 0.73196  0.320
H -1.31937 -0.26812 -0.77586  0.377



Here is a molecular structure, C2H3N2O2 from the OMol25 dataset. Energies are from the ωB97M-V functional and the def2-TZVPD basis.

Summary:
Total charge: -1
Electronic energy (hartree): -337.77274
M (g mol⁻¹): 87.058
HOMO (spin up / spin down) (eV): -1.759 / -1.767

Each line ends with the Mulliken charge.
Positions of all 9 atoms, in Å:
C -0.85094 -0.27349 -0.68481  -0.570
C 0.10307 -0.06705 0.41515  -0.189
N 1.86112 -0.28796 -0.21561  -0.075
N -0.48411 1.02088 -0.12581  -0.020
O -1.10736 2.04531 0.46226  -0.812
O 2.44814 -0.94202 0.62874  -0.342
H -0.51905 -0.37440 -1.62350  0.281
H -1.73421 -0.74636 -0.37010  0.346
H 0.28335 -0.37491 1.51368  0.382



Here is a gas-phase ion, C2H3N2O2 (charge -1) from the OMol25 dataset. Energies are from the ωB97M-V functional and the def2-TZVPD basis.

Summary:
Total charge: -1
Electronic energy (hartree): -337.84046
M (g mol⁻¹): 87.058
HOMO (spin up / spin down) (eV): -2.085 / -2.085

Each line ends with the Mulliken charge.
Positions of all 9 atoms, in Å:
C -0.94440 0.72781 -0.08584  0.052
C -1.39268 -0.56712 0.04020  -0.913
N 0.31886 1.09881 -0.01383  -0.818
N 2.46574 0.20122 0.01488  0.141
O 2.99510 -0.94310 0.11796  -0.453
O 1.15832 -0.01372 -0.14291  0.100
H -1.68813 1.57089 -0.15984  0.300
H -0.56961 -1.23302 0.17790  0.233
H -2.34320 -0.84179 0.05149  0.359



Here is 2 unconnected molecules or ions with the total composition C2H3N2O2 from the OMol25 dataset. Energies are from the ωB97M-V functional and the def2-TZVPD basis.

Summary:
Total charge: +1
Electronic energy (hartree): -337.48933
M (g mol⁻¹): 87.058
HOMO (spin up / spin down) (eV): -13.463 / -13.495

Each line ends with the Mulliken charge.
Positions of all 9 atoms, in Å:
C -1.06894 -0.26902 -0.09131  0.127
C 2.37972 -0.02838 -0.11225  0.474
N -2.31144 -0.07610 0.27471  0.355
N -0.00443 0.38113 -0.07618  -0.454
O 2.71445 -0.80830 0.66631  -0.055
O -3.46764 -0.15106 0.11089  -0.292
H -0.98357 -1.37817 -0.03867  0.235
H 2.61209 0.92344 -0.59181  0.359
H 0.12976 1.40646 -0.14169  0.252



Here is a single C2H3N2O2P molecule from the OMol25 dataset. Energies are from the ωB97M-V functional and the def2-TZVPD basis.

Summary:
SMILES: CP(C#N)[N+](=O)[O-]
Total charge: 0
Electronic energy (hartree): -679.22136
M (g mol⁻¹): 118.032
HOMO (eV): -10.625

Each line ends with the Mulliken charge.
Positions of all 10 atoms, in Å:
C 0.34792 -1.20368 -2.47059  0.268
C -0.03152 0.05648 -0.16768  -0.871
N 0.76098 -0.89440 -3.49537  -0.324
N 1.07883 -2.67589 -0.08930  0.757
O 1.33488 -3.54630 -0.87586  -0.488
O 1.67019 -2.38089 0.92461  -0.524
P -0.42711 -1.59551 -0.81637  0.206
H 0.48404 -0.11529 0.79960  0.315
H 0.31125 0.73102 -0.99626  0.317
H -0.89937 0.52375 0.20941  0.345



Here is a gas-phase ion, C2H3N2O2S (charge +1) from the OMol25 dataset. Energies are from the ωB97M-V functional and the def2-TZVPD basis.

Summary:
Total charge: +1
Electronic energy (hartree): -735.74523
M (g mol⁻¹): 119.125
HOMO (spin up / spin down) (eV): -14.123 / -14.123

Each line ends with the Mulliken charge.
Positions of all 10 atoms, in Å:
C -0.20688 -1.57945 0.08245  -0.337
C -0.19209 -0.24741 -0.07922  0.437
N 0.39815 0.38690 1.37525  -0.163
N 0.89519 -0.57172 2.10118  0.737
O 1.13633 -0.47480 3.23542  -0.490
O -0.67056 0.67426 -0.80029  -0.466
S 0.57102 -2.24800 1.45688  0.157
H -0.54066 -2.23667 -0.60912  0.449
H 0.31461 1.29205 1.74950  0.227
H -0.49380 1.03762 -1.72131  0.448



Here is 2 unconnected molecules or ions with the total composition C2H3N2O3 from the OMol25 dataset. Energies are from the ωB97M-V functional and the def2-TZVPD basis.

Summary:
Total charge: -1
Electronic energy (hartree): -413.23353
M (g mol⁻¹): 103.057
HOMO (eV): -4.110

Each line ends with the Mulliken charge.
Positions of all 10 atoms, in Å:
C -2.61286 0.38842 0.20256  0.701
C 1.88944 -0.06225 0.00328  -0.757
N -0.17020 -0.92400 -0.61112  -0.009
N 1.09502 -1.05187 -0.66935  -0.428
O -2.88896 1.39553 -0.31074  -0.487
O -2.92400 -0.59129 0.75102  -0.478
O -0.69045 0.13030 -0.02476  -0.402
H 2.87002 -0.41244 0.31196  0.306
H 1.96171 0.76589 -0.57904  0.295
H 1.47028 0.36170 0.92618  0.258



Here is 2 unconnected molecules or ions with the total composition C2H3N2O4S from the OMol25 dataset. Energies are from the ωB97M-V functional and the def2-TZVPD basis.

Summary:
Total charge: -1
Electronic energy (hartree): -886.58990
M (g mol⁻¹): 151.123
HOMO (spin up / spin down) (eV): -4.262 / -4.261

Each line ends with the Mulliken charge.
Positions of all 12 atoms, in Å:
C 1.51638 0.15209 0.27028  0.392
C 2.68701 0.33591 -0.92698  0.505
N -2.61038 -1.46883 -0.42245  -0.533
N -0.63631 0.69211 -0.32245  -0.350
O 3.18317 1.40042 -0.59594  -0.569
O 1.68964 0.13089 1.38388  -0.268
O 2.82348 -0.58154 -1.65138  -0.534
O -1.16154 1.68891 0.52835  -0.366
S -0.99279 -0.83012 0.25467  -0.016
H -3.38413 -0.90760 -0.04263  0.219
H -2.46223 -2.21215 0.18952  0.231
H -0.65232 1.59989 1.33514  0.290



Here is a single C2H3N2OP molecule from the OMol25 dataset. Energies are from the ωB97M-V functional and the def2-TZVPD basis.

Summary:
2S+1: 3
Total charge: 0
Electronic energy (hartree): -603.87776
M (g mol⁻¹): 102.033
HOMO (spin up / spin down) (eV): -5.865 / -10.650

Each line ends with the Mulliken charge.
Positions of all 9 atoms, in Å:
C -1.76017 -0.62537 0.13471  0.136
C 0.25826 -0.02960 -0.18519  0.285
N -1.78746 0.59918 -0.26082  -0.287
N -0.49098 1.01834 -0.45623  -0.239
O -0.46765 -1.11121 0.26107  -0.284
P 2.11314 -0.15445 -0.34003  -0.125
H -2.61354 -1.33305 0.28790  0.379
H 2.35110 0.39700 1.14288  0.053
H 2.39730 1.23917 -0.58429  0.084



Here is a single C2H3N3 molecule from the OMol25 dataset. Energies are from the ωB97M-V functional and the def2-TZVPD basis.

Summary:
SMILES: [H]/N=C1\[C@H]2NN12
Total charge: 0
Electronic energy (hartree): -242.11410
M (g mol⁻¹): 69.067
HOMO (eV): -10.003

Each line ends with the Mulliken charge.
Positions of all 8 atoms, in Å:
C 0.64265 0.33952 -0.12381  0.754
C -0.53415 -0.45265 -0.52228  -0.201
N -1.46707 0.06034 0.43455  -0.291
N -0.58102 1.02131 -0.21612  -0.363
N 1.81327 0.44684 0.24317  -0.614
H -1.41165 -0.16584 1.45789  0.250
H -0.84749 -0.85929 -1.46590  0.207
H 2.38545 -0.39022 0.19250  0.258



Here is a single C2H3N3 molecule from the OMol25 dataset. Energies are from the ωB97M-V functional and the def2-TZVPD basis.

Summary:
SMILES: [H]/N=C(\N)C#N
Total charge: 0
Electronic energy (hartree): -242.16593
M (g mol⁻¹): 69.067
HOMO (eV): -10.745

Each line ends with the Mulliken charge.
Positions of all 8 atoms, in Å:
C -0.02334 -0.18304 0.14423  0.335
C 0.77746 0.36061 1.36907  0.248
H -0.78995 1.67809 -0.85475  0.329
H -0.85594 0.11869 -1.81863  0.287
H -0.39217 -1.63902 -0.45958  0.220
N -0.25077 0.58519 -0.99787  -0.566
N 0.08168 -1.43275 0.25789  -0.458
N 1.45304 0.51223 2.35965  -0.395



Here is a single C2H3N3O molecule from the OMol25 dataset. Energies are from the ωB97M-V functional and the def2-TZVPD basis.

Summary:
SMILES: [H]/N=c1\nc[nH]o1
Total charge: 0
Electronic energy (hartree): -317.42270
M (g mol⁻¹): 85.066
HOMO (eV): -9.470

Each line ends with the Mulliken charge.
Positions of all 9 atoms, in Å:
N -0.31638 -1.02586 1.77350  -0.633
C -0.19986 -0.60075 0.60729  0.593
N 0.89594 -0.58178 -0.25216  -0.423
C 0.57938 0.34645 -1.06007  -0.040
N -0.71138 0.74946 -0.94010  -0.232
O -1.24595 0.14968 0.19810  -0.231
H 0.55334 -1.52041 1.95439  0.269
H -0.74113 1.76027 -0.41669  0.329
H 1.18604 0.72296 -1.86426  0.367



Here is a single C2H3N3O molecule from the OMol25 dataset. Energies are from the ωB97M-V functional and the def2-TZVPD basis.

Summary:
SMILES: On1ccnn1
Total charge: 0
Electronic energy (hartree): -317.33282
M (g mol⁻¹): 85.066
HOMO (eV): -9.581

Each line ends with the Mulliken charge.
Positions of all 9 atoms, in Å:
C -0.70898 -0.13841 0.57081  -0.122
C 0.12497 -1.18787 0.78167  -0.419
H 0.42611 2.29076 -1.09302  0.429
H -1.72006 0.14082 0.46580  0.369
H -0.05532 -2.35573 1.01307  0.273
N -0.01127 0.58424 -0.36234  0.838
N 1.27647 -1.01986 0.01551  -0.357
N 1.17798 0.11992 -0.51575  -0.395
O -0.50989 1.56613 -0.87575  -0.615